107
Properties=species:S:1:pos:R:3:forces:R:3 method="wB97M-V/def2-TZVPD" energy_ev=-57828.40752 e_homo_ev=-11.3 total_charge=+1 orbital_gap_ev=8.823
C 0.657510 -1.514785 1.569060 -0.219 0.845 -0.028
C 0.216953 -0.497092 0.455745 0.740 -1.026 0.921
C 1.367841 -0.426396 -0.594671 -1.032 -0.033 -0.391
C 1.598109 0.965107 -1.235489 1.496 0.295 0.220
C 1.600392 2.155054 -0.214490 -1.696 -0.689 -0.267
C 0.143545 2.759165 -0.244454 0.184 -0.010 0.339
C -0.393952 3.119952 1.177496 -0.269 0.375 0.240
P -2.065589 2.405713 1.530523 0.078 0.519 -0.335
C -3.290774 2.631483 0.147597 0.321 -0.642 0.214
C -3.684337 1.191048 -0.367267 0.655 -0.255 -0.784
C -2.974610 0.832577 -1.741836 -0.468 0.655 0.973
H 0.002213 -1.447097 2.455759 0.080 -0.309 -0.417
H 0.687156 -2.538943 1.176131 -0.019 0.243 0.211
H 1.663832 -1.226967 1.918365 -0.286 -0.269 -0.183
H 0.027579 0.451681 0.986432 0.218 -0.191 -0.442
H -0.736663 -0.851416 0.031473 0.250 0.308 -0.059
H 2.284225 -0.862802 -0.146692 -0.334 0.677 -0.195
H 1.086747 -1.120435 -1.409865 0.243 0.223 0.282
H 0.899509 1.197249 -2.058920 0.131 -0.240 0.380
H 2.600572 0.935005 -1.704855 -0.438 -0.057 0.054
H 1.732327 1.760265 0.809840 0.478 0.197 -0.475
H 2.342265 2.929171 -0.448774 -0.173 -0.304 0.147
H -0.547691 2.023089 -0.694949 0.409 0.256 0.048
H 0.141062 3.644435 -0.900689 -0.213 -0.277 0.321
H 0.281115 2.743421 1.967319 -0.344 0.070 -0.253
H -0.473700 4.209023 1.343273 -0.021 -0.400 -0.095
H -2.625311 2.972357 2.707137 0.378 -0.212 -0.301
H -1.886589 1.025600 1.823609 -0.262 0.564 -0.135
H -2.792060 3.261592 -0.625012 -0.327 -0.532 0.343
H -4.156636 3.215883 0.503405 0.389 -0.309 0.112
H -4.772037 1.066086 -0.469892 0.363 0.429 0.036
H -3.364145 0.408956 0.345245 -0.331 0.472 -0.040
H -2.443164 1.721483 -2.114883 -0.238 -0.320 -0.107
H -2.230373 0.043252 -1.574767 -0.345 0.072 -0.339
H -3.758720 0.550664 -2.454461 0.525 -0.134 0.013
C -1.461137 4.451157 -3.421486 -0.106 0.204 -0.001
O -2.756127 4.399944 -2.816698 0.104 -0.290 0.151
H -1.084917 3.434037 -3.518359 -0.090 -0.003 0.019
H -1.525127 4.904716 -4.411856 0.133 -0.055 -0.004
H -0.775252 5.030001 -2.797906 0.092 -0.025 -0.103
H -3.070582 5.304480 -2.742970 -0.180 0.048 -0.013
C 4.415809 -2.952241 1.185488 0.191 0.149 -0.069
O 4.375428 -1.523691 1.137780 -0.271 0.027 -0.003
H 3.394698 -3.329216 1.138077 -0.010 0.111 0.019
H 4.983235 -3.339684 0.338529 0.001 -0.178 0.121
H 4.878069 -3.282346 2.117334 -0.019 -0.170 -0.080
H 5.283425 -1.209530 1.180949 0.030 0.172 -0.009
C 4.400434 3.406235 -2.941054 0.310 0.285 0.069
O 4.355502 4.828173 -2.969155 -0.332 -0.115 0.020
H 3.380655 3.027269 -2.995297 -0.010 0.095 -0.045
H 4.970027 3.030724 -3.794583 -0.062 -0.198 0.064
H 4.859564 3.066568 -2.007583 -0.020 -0.209 -0.066
H 5.258660 5.146273 -2.918775 0.082 0.110 -0.008
C -4.758276 1.643272 4.621999 0.152 -0.205 -0.149
O -5.509887 1.941440 3.447096 -0.136 0.241 -0.053
H -5.375839 1.838752 5.494912 -0.065 0.101 -0.119
H -4.467619 0.591594 4.613592 0.097 0.051 0.154
H -3.865805 2.276633 4.666529 0.013 -0.031 0.217
H -4.941576 1.755569 2.696781 -0.061 -0.255 -0.089
C -3.601998 -2.138853 2.161899 -0.252 0.095 0.023
O -4.096462 -0.925931 2.724668 0.169 0.304 -0.294
H -2.530433 -2.194497 2.348092 -0.030 0.048 0.038
H -4.090947 -2.995981 2.628746 0.079 -0.064 -0.079
H -3.779704 -2.157389 1.082191 0.068 -0.147 -0.010
H -5.047501 -0.898621 2.552233 -0.116 -0.149 0.297
C 7.115942 -5.317554 -1.003147 0.168 -0.054 0.360
O 6.991935 -4.986036 0.378458 -0.191 0.072 -0.124
H 6.318663 -4.825115 -1.552360 0.022 -0.010 0.030
H 8.080382 -4.973276 -1.386405 -0.050 -0.067 -0.159
H 7.029350 -6.399658 -1.138695 0.020 0.025 -0.173
H 7.704463 -5.430192 0.844373 0.205 -0.017 0.214
C 4.323284 -5.069704 -4.220944 -0.058 0.262 0.132
O 5.201750 -4.192606 -3.520669 0.035 -0.170 -0.124
H 4.895885 -5.930941 -4.556826 0.052 0.058 0.043
H 3.520450 -5.409279 -3.560871 -0.039 -0.106 -0.113
H 3.895637 -4.563570 -5.090267 -0.053 -0.143 -0.046
H 4.683442 -3.439818 -3.231604 0.008 0.137 0.052
C -7.545610 3.689287 -0.544635 0.200 -0.080 0.477
O -7.716088 3.998328 0.839704 -0.171 0.150 -0.227
H -8.335712 4.182755 -1.105761 0.005 0.018 0.082
H -6.577336 4.048163 -0.899008 -0.067 -0.060 -0.198
H -7.616568 2.608871 -0.698721 0.024 0.035 -0.208
H -7.018849 3.557812 1.327638 -0.008 -0.076 0.200
C -6.106398 2.417495 -4.251273 0.269 0.073 0.078
O -5.645012 2.909824 -2.994800 0.019 -0.155 0.076
H -7.185040 2.289640 -4.195578 0.034 0.028 0.072
H -5.870551 3.129346 -5.045834 -0.085 -0.090 -0.086
H -5.642377 1.452701 -4.474695 -0.103 -0.012 -0.129
H -4.690106 3.017735 -3.061331 0.052 0.199 -0.018
C 5.096777 1.577342 2.677543 -0.194 -0.118 -0.189
O 5.370319 1.289274 1.309812 0.166 0.087 0.053
H 6.035872 1.812188 3.172971 0.007 -0.001 -0.086
H 4.425683 2.437794 2.756982 0.037 0.015 0.155
H 4.642183 0.708985 3.162655 0.009 0.067 0.112
H 4.532200 1.082596 0.889603 -0.037 -0.151 -0.078
C -8.007554 -2.624045 2.450478 -0.095 0.209 0.083
O -7.161651 -1.758939 3.208895 0.287 -0.047 -0.214
H -7.414461 -3.468167 2.105469 0.048 0.050 0.062
H -8.825115 -2.992673 3.073116 -0.016 -0.080 -0.106
H -8.414044 -2.094329 1.585365 -0.058 -0.129 -0.032
H -7.699012 -1.021400 3.506229 0.004 0.107 0.103
C 9.680971 -7.812577 2.078697 0.231 0.155 0.001
O 9.656382 -6.387131 2.026181 -0.350 -0.091 -0.092
H 8.656593 -8.175274 2.029702 0.001 0.090 0.004
H 10.243398 -8.213413 1.231811 -0.050 -0.133 0.047
H 10.134833 -8.148679 3.013868 -0.049 -0.130 -0.040
H 10.563944 -6.082477 2.070576 0.082 0.142 -0.006